1.
Molecular formula: C4H7NO
Method: DFT, wB97M-V/def2-TZVPD

Atoms and positions in Å:
N (-1.80834, 1.93837, 0.57876)
C (-1.47932, 0.82904, 0.53079)
C (-1.02279, -0.56789, 0.45068)
C (-0.08362, -0.77287, -0.71313)
C (1.42570, 0.21001, -0.33760)
O (1.41951, 0.88146, 0.87297)
H (-0.46481, -0.77966, 1.36301)
H (-1.90083, -1.21739, 0.41447)
H (0.27399, -1.78930, -0.81799)
H (-0.62694, -0.54514, -1.67268)
H (2.23105, -0.51622, -0.32684)
H (0.87665, 0.50864, -1.19615)
H (1.04734, 1.76822, 0.79971)

Results
LUMO, eV: 0.8
HOMO, eV: -9.1
ΔE to the lowest compared entry with this formula, charge and spin, kcal per mole: 78.4
Molar mass, g/mol: 85.11
Calculated total energy, eV: -7796.2432

Atomic partial charges in e from the Mulliken method, atoms 1 to 6: N -0.456; C 0.214; C -0.261; C -0.887; C -0.442; O -0.508


2.
Molecular formula: C3H12NO2
Method: DFT, wB97M-V/def2-TZVPD

Atoms and positions in Å:
C (-0.41501, -0.73076, -0.19203)
C (-0.55263, -0.44264, 1.33494)
C (-1.93888, 0.11601, 1.66619)
O (0.50117, 0.47095, 1.61921)
N (1.05984, -0.70012, -0.51735)
H (-0.91695, -0.06410, -0.88023)
H (-0.72427, -1.75253, -0.39254)
H (-0.38447, -1.41744, 1.79378)
H (-1.98672, 1.18973, 1.64371)
H (-2.68591, -0.34365, 1.04043)
H (-2.08143, -0.18140, 2.70928)
H (0.15861, 1.10194, 2.26547)
H (1.47800, 0.16747, -0.15648)
H (1.58191, -1.53683, -0.26257)
H (1.16247, -0.54540, -1.52769)
H (2.40129, 1.15755, -3.85191)
H (1.42196, 2.15362, -3.25199)
O (1.92101, 1.35761, -3.04022)

Results
LUMO, eV: -3.1
HOMO, eV: -15.0
ΔE to the lowest compared entry with this formula, charge and spin, kcal per mole: 12.6
Charge: +1
Molar mass, g/mol: 94.13
Calculated total energy, eV: -8884.3275

Atomic partial charges in e from the Mulliken method, atoms 1 to 6: C -0.921; C 0.633; C -1.446; O -0.577; N -0.270; H 0.399


3.
Molecular formula: C4H9N
Method: DFT, wB97M-V/def2-TZVPD

Atoms and positions in Å:
C (-0.56629, 0.92067, 1.42035)
C (-1.24430, 0.35833, 0.35319)
C (-2.42716, -0.34345, 0.09148)
C (2.38396, -0.69439, -0.68269)
N (-0.82857, 0.24008, -0.90911)
H (0.14530, 1.70410, 1.22146)
H (1.36130, -0.69264, -1.03252)
H (-1.10165, 0.78703, 2.35678)
H (-3.23998, 0.12119, -0.44427)
H (-2.49930, -1.39506, 0.35547)
H (2.85572, 0.20765, -1.07040)
H (2.38694, -0.63228, 0.40931)
H (2.95304, -1.58411, -0.93195)
H (-0.17900, 1.00286, -1.13710)

Results
LUMO, eV: -1.1
HOMO, eV: -7.9
ΔE to the lowest compared entry with this formula, charge and spin, kcal per mole: 110.5
Molar mass, g/mol: 71.12
Calculated total energy, eV: -5779.0203

Atomic partial charges in e from the Mulliken method, atoms 1 to 6: C -0.904; C 0.675; C -0.370; C -0.981; N -0.707; H 0.282


4.
Molecular formula: C21H15ClN4O2PdSe
Method: DFT, wB97M-V/def2-TZVPD

Atoms and positions in Å:
Pd (0.46903, -0.36009, -0.35158)
Se (-3.39957, -4.86924, 4.31694)
N (-2.25134, -3.54594, 4.59297)
C (-1.92151, -3.06635, 3.42230)
C (-1.00919, -1.94924, 3.24402)
C (-0.41135, -1.23094, 4.28334)
C (0.41771, -0.17286, 3.98127)
C (0.67105, 0.14930, 2.65113)
N (0.12205, -0.54925, 1.66558)
C (-0.72213, -1.56495, 1.93638)
C (-1.34221, -2.19777, 0.79357)
N (-1.02661, -1.69619, -0.42404)
C (-1.54822, -2.23832, -1.52031)
C (-2.42843, -3.31071, -1.44930)
C (-2.77391, -3.82840, -0.22036)
C (-2.22551, -3.26581, 0.93517)
C (-2.51429, -3.71623, 2.28691)
N (-3.31670, -4.71384, 2.55234)
H (-0.61380, -1.50634, 5.30995)
H (0.88656, 0.40934, 4.76156)
H (1.34705, 0.94583, 2.36772)
H (-1.23785, -1.81954, -2.46863)
H (-2.82725, -3.72553, -2.36371)
H (-3.45987, -4.66097, -0.13662)
Cl (4.61298, 0.09420, -2.76961)
C (4.27751, -0.75617, -1.24538)
C (2.80747, -0.64242, -0.96533)
O (1.96179, -1.39269, -1.50736)
O (2.38126, 0.25885, -0.16092)
H (4.85299, -0.28640, -0.45283)
H (4.55591, -1.79981, -1.36531)
C (-1.06133, 1.25032, -0.65056)
C (-0.04076, 1.72718, -1.48021)
C (0.17958, 1.10945, -2.75069)
C (1.27351, 1.46473, -3.50893)
C (2.12254, 2.46480, -3.04239)
C (1.90792, 3.11161, -1.81222)
C (0.85376, 2.73969, -1.02489)
H (-1.86270, 0.64813, -1.06303)
H (-1.25227, 1.71426, 0.30989)
H (-0.54900, 0.39666, -3.11897)
H (1.45920, 0.99393, -4.46362)
H (2.96777, 2.76554, -3.64748)
H (2.58742, 3.89103, -1.49773)
H (0.67353, 3.20801, -0.06553)

Results
LUMO, eV: -8.4
HOMO, eV: -14.7
ΔE to the lowest compared entry with this formula, charge and spin, kcal per mole: 0.0
Charge: +2
Molar mass, g/mol: 576.21
Calculated total energy, eV: -113408.7404

Atomic partial charges in e from the Mulliken method, atoms 1 to 6: Pd -0.519; Se 0.393; N -0.814; C 0.854; C -0.067; C -0.507


5.
Molecular formula: C44H82Cl26I2NO5P2
Method: DFT, wB97M-V/def2-TZVPD

Atoms and positions in Å:
C (-0.88307, -4.58358, 2.64174)
C (-1.00213, -3.56360, 1.64693)
P (-1.17703, -2.26133, 0.20336)
C (-1.49046, -3.82165, -0.92915)
C (-3.03978, -3.81724, -1.56450)
C (-3.84322, -5.07588, -1.47207)
C (-1.18287, -1.08931, -1.27633)
C (-0.38218, 0.29139, -1.26333)
C (0.47043, 0.53593, -2.68438)
C (2.08284, 0.68683, -2.47581)
C (2.55619, 2.17062, -1.87125)
C (3.85543, 1.88643, -0.89038)
C (4.74884, 3.22297, -0.54924)
C (6.07119, 2.66845, 0.31170)
O (5.80276, 2.82488, 1.75278)
C (6.05978, 1.57005, 2.47631)
O (-2.95279, -2.30410, 0.33688)
C (-3.39812, -2.62347, 1.68447)
N (-3.84093, -2.63995, 2.92449)
C (-1.00336, -0.94930, 1.58266)
I (0.38593, -1.22310, 3.33535)
C (-1.77245, 0.30573, 1.75843)
C (-2.95530, 0.79650, 0.80632)
I (-1.44233, 1.71587, 3.47317)
P (1.02139, -2.52062, -0.03094)
O (1.87656, -1.27375, 0.35804)
O (1.65593, -3.88201, 0.86602)
O (1.52150, -2.83923, -1.70694)
H (-0.63121, -5.32491, 3.52247)
H (-1.36504, -4.82850, -0.31179)
H (-0.80556, -3.87020, -1.86343)
H (-3.49578, -2.88561, -2.14004)
H (-5.00604, -5.14313, -1.64590)
H (-3.21958, -6.07365, -1.29716)
H (-0.75412, -1.72565, -2.19720)
H (-2.29895, -0.87369, -1.64952)
H (-1.20596, 1.16053, -1.31656)
H (0.26270, 0.58109, -0.34028)
H (0.29078, -0.30721, -3.47391)
H (0.10254, 1.54717, -3.20194)
H (2.60012, -0.19936, -1.89619)
H (2.55957, 0.65821, -3.57132)
H (2.83995, 2.85049, -2.80960)
H (1.63814, 2.62079, -1.30433)
H (4.57182, 1.14529, -1.49326)
H (3.52833, 1.28544, 0.08606)
H (5.09479, 3.73745, -1.54734)
H (4.08586, 3.92319, 0.12100)
H (6.16893, 1.53396, 0.04463)
H (7.01513, 3.24519, -0.07164)
H (6.87701, 0.87979, 2.00175)
H (6.46837, 1.85794, 3.56053)
H (5.02206, 1.02240, 2.66145)
H (-2.67275, 1.88253, 0.39474)
H (-3.32660, 0.18723, -0.08575)
H (-3.91061, 1.00317, 1.49709)
H (1.87522, -4.61446, 0.18846)
H (1.53737, -3.82613, -1.88102)
Cl (0.32102, 3.85396, -4.36933)
C (-1.12120, 4.89901, -4.33346)
C (-1.76800, 4.93920, -2.95858)
Cl (-2.51454, 3.38228, -2.51984)
H (-1.81878, 4.54022, -5.09673)
H (-0.79181, 5.90247, -4.61887)
H (-2.56557, 5.68765, -2.94428)
H (-1.04392, 5.19870, -2.18012)
Cl (2.56461, -1.25450, 5.95830)
C (2.44757, 0.35354, 6.71586)
C (3.09749, 1.43626, 5.86994)
Cl (4.86943, 1.26479, 5.80193)
H (2.90008, 0.29329, 7.71062)
H (1.38194, 0.56800, 6.83969)
H (2.89118, 2.41986, 6.30175)
H (2.71704, 1.42856, 4.84387)
Cl (-2.30418, 6.48204, -8.71751)
C (-1.57920, 7.96397, -8.04544)
C (-1.16297, 7.79303, -6.59362)
Cl (-2.56442, 7.62492, -5.50665)
H (-2.30062, 8.77838, -8.16470)
H (-0.70293, 8.19365, -8.65887)
H (-0.60742, 8.67409, -6.25957)
H (-0.52277, 6.91579, -6.45864)
Cl (0.45433, 2.96583, -11.05138)
C (1.17931, 4.44776, -10.37931)
C (1.59554, 4.27682, -8.92749)
Cl (0.19409, 4.10871, -7.84052)
H (0.45789, 5.26218, -10.49857)
H (2.05558, 4.67744, -10.99274)
H (2.15109, 5.15789, -8.59344)
H (2.23574, 3.39959, -8.79251)
Cl (-0.66800, -3.99841, 6.34765)
C (-0.63530, -5.64730, 7.02106)
C (0.54211, -6.45677, 6.50268)
Cl (0.38338, -6.84299, 4.77079)
H (-1.58987, -6.12840, 6.78596)
H (-0.56553, -5.54371, 8.10793)
H (0.60142, -7.41034, 7.03531)
H (1.48920, -5.92753, 6.64605)
Cl (0.92155, -9.28328, -1.19431)
C (-0.05645, -7.92854, -1.81204)
C (0.64326, -7.17905, -2.93406)
Cl (2.06947, -6.28093, -2.35692)
H (-0.29050, -7.26837, -0.97101)
H (-0.99390, -8.35678, -2.17904)
H (-0.03795, -6.44357, -3.37169)
H (0.96894, -7.85660, -3.72934)
Cl (5.22327, 7.37017, -3.52824)
C (4.03146, 7.74093, -2.25721)
C (3.37937, 6.48735, -1.69722)
Cl (2.31450, 5.69422, -2.88499)
H (3.29001, 8.42748, -2.67771)
H (4.56946, 8.26672, -1.46286)
H (2.75610, 6.74507, -0.83605)
H (4.12562, 5.75657, -1.37058)
Cl (-5.68402, -8.18593, 2.88308)
C (-4.79048, -6.81106, 3.57930)
C (-4.23947, -5.88252, 2.50951)
Cl (-2.93333, -6.64243, 1.56594)
H (-3.99423, -7.21121, 4.21476)
H (-5.49356, -6.26742, 4.21729)
H (-3.81440, -4.98880, 2.97545)
H (-5.01992, -5.56389, 1.81165)
Cl (-7.64904, -4.02558, 0.93798)
C (-7.76607, -2.41753, 1.69554)
C (-7.11615, -1.33482, 0.84961)
Cl (-5.34421, -1.50628, 0.78161)
H (-7.31356, -2.47778, 2.69029)
H (-8.83170, -2.20308, 1.81936)
H (-7.32246, -0.35121, 1.28142)
H (-7.49660, -1.34251, -0.17646)
Cl (-3.14855, -7.84639, 10.07707)
C (-4.60697, -7.02733, 9.46425)
C (-4.89249, -7.37211, 8.01172)
Cl (-3.67604, -6.68666, 6.90528)
H (-4.47469, -5.94991, 9.60428)
H (-5.44037, -7.35211, 10.09422)
H (-5.86003, -6.95761, 7.71413)
H (-4.92272, -8.45447, 7.85297)
Cl (-2.72524, -2.34502, 9.77487)
C (-3.91705, -1.97426, 11.04590)
C (-4.56914, -3.22784, 11.60588)
Cl (-5.63401, -4.02096, 10.41811)
H (-4.65851, -1.28771, 10.62539)
H (-3.37905, -1.44847, 11.84025)
H (-5.19241, -2.97012, 12.46706)
H (-3.82290, -3.95862, 11.93253)
Cl (8.95252, 0.80127, -0.45422)
C (10.14658, 1.57834, 0.61525)
C (10.97716, 0.56312, 1.38319)
Cl (10.01352, -0.31506, 2.59727)
H (9.60939, 2.25248, 1.28972)
H (10.79660, 2.18362, -0.02350)
H (11.77996, 1.07217, 1.92438)
H (11.43194, -0.17400, 0.71427)
Cl (0.24539, 8.65405, -10.63012)
C (-0.73260, 10.00880, -11.24785)
C (-0.03289, 10.75828, -12.36987)
Cl (1.39332, 11.65641, -11.79273)
H (-0.96666, 10.66897, -10.40682)
H (-1.67005, 9.58056, -11.61485)
H (-0.71411, 11.49376, -12.80750)
H (0.29279, 10.08073, -13.16516)

Results
LUMO, eV: 1.3
HOMO, eV: -4.8
Charge: -1
Molar mass, g/mol: 1942.68
Calculated total energy, eV: -419036.3963

Atomic partial charges in e from the Mulliken method, atoms 1 to 6: C -1.118; C 0.204; P 2.942; C -0.451; C 0.088; C -0.746


6.
Molecular formula: C28H48O5S5
Method: DFT, wB97M-V/def2-TZVPD

Atoms and positions in Å:
C (-2.38905, 19.38075, 10.78849)
S (-3.72377, 19.05940, 11.95949)
O (-4.97132, 19.04199, 11.17111)
C (-3.29624, 17.35393, 12.31723)
H (-2.53111, 20.38762, 10.41249)
H (-2.48452, 18.63418, 9.99999)
H (-1.45210, 19.22921, 11.32448)
H (-4.16019, 16.94637, 12.83768)
H (-2.34314, 17.27402, 12.83521)
H (-3.21283, 16.82229, 11.36324)
C (-4.89976, 13.90309, 14.11450)
S (-4.54215, 12.62758, 15.35023)
O (-4.91899, 13.26462, 16.63593)
C (-5.81168, 11.50977, 14.73808)
H (-4.16206, 14.67552, 13.93010)
H (-5.80176, 14.31443, 14.57743)
H (-5.14900, 13.38449, 13.18925)
H (-5.42135, 10.91897, 13.91193)
H (-6.71615, 12.05408, 14.45640)
H (-6.10610, 10.83494, 15.53794)
C (-5.43499, 7.93070, 15.93945)
S (-7.17725, 7.69040, 15.62632)
O (-7.54215, 8.42768, 14.39209)
C (-7.85879, 8.61701, 16.99740)
H (-4.87304, 7.54437, 15.09284)
H (-5.14505, 7.51908, 16.90428)
H (-5.20094, 8.99904, 15.97568)
H (-7.25330, 9.49498, 17.21798)
H (-7.93634, 7.99081, 17.88552)
H (-8.85834, 8.91932, 16.69287)
C (-6.88710, 7.57045, 10.16185)
S (-7.14522, 9.19504, 9.46607)
O (-8.49466, 9.65145, 9.85036)
C (-5.99619, 10.09007, 10.52292)
H (-5.86382, 7.26727, 9.91570)
H (-7.53678, 6.87640, 9.62817)
H (-7.03360, 7.48997, 11.23778)
H (-5.10618, 9.55715, 10.85625)
H (-6.47695, 10.60894, 11.34948)
H (-5.62572, 10.88346, 9.86381)
C (-3.73950, 17.49080, 18.20286)
S (-3.94597, 16.24735, 19.47542)
O (-4.10831, 16.96189, 20.75576)
C (-5.59168, 15.76355, 18.97933)
H (-4.00778, 17.03227, 17.24858)
H (-2.72306, 17.87188, 18.17509)
H (-4.43722, 18.30129, 18.42078)
H (-5.82629, 14.91226, 19.62251)
H (-5.65859, 15.43074, 17.94482)
H (-6.29819, 16.55382, 19.23705)
C (-1.83405, 13.01337, 12.63143)
C (-1.85806, 13.83638, 11.50540)
C (-1.91326, 13.27707, 10.23821)
C (-1.77753, 11.90706, 10.09563)
C (-1.74816, 11.09651, 11.21535)
C (-1.80289, 11.63300, 12.49694)
H (-1.63830, 13.46349, 13.59845)
H (-1.83752, 14.90635, 11.66478)
H (-1.84237, 13.92824, 9.37542)
H (-1.80511, 11.47241, 9.10421)
H (-1.65040, 10.02281, 11.10201)
H (-1.63570, 10.99129, 13.35187)
C (-7.95348, 13.20998, 18.15975)
C (-8.72632, 14.13753, 18.84912)
C (-10.09976, 13.96767, 18.89771)
C (-10.70613, 12.91099, 18.23639)
C (-9.92486, 11.96653, 17.57343)
C (-8.55261, 12.15853, 17.49664)
H (-6.88388, 13.35123, 18.05696)
H (-8.29724, 14.98625, 19.36481)
H (-10.75346, 14.69662, 19.36229)
H (-11.77304, 12.72718, 18.25074)
H (-10.35652, 11.11681, 17.05952)
H (-7.97882, 11.49313, 16.86641)
C (-8.75402, 15.45960, 14.31866)
C (-8.22125, 15.94448, 13.12786)
C (-7.06247, 16.71413, 13.14451)
C (-6.53606, 17.11985, 14.36561)
C (-7.07476, 16.65088, 15.55264)
C (-8.19773, 15.83485, 15.53518)
H (-9.64696, 14.85307, 14.23090)
H (-8.69736, 15.61626, 12.21290)
H (-6.66695, 17.10718, 12.21403)
H (-5.81244, 17.92720, 14.41606)
H (-6.60612, 16.89580, 16.49660)
H (-8.65427, 15.53935, 16.47110)

Results
LUMO, eV: 0.2
HOMO, eV: -8.8
ΔE to the lowest compared entry with this formula, charge and spin, kcal per mole: 0.0
Molar mass, g/mol: 625.02
Calculated total energy, eV: -94223.3452

Atomic partial charges in e from the Mulliken method, atoms 1 to 6: C -0.967; S 0.499; O -0.601; C -0.343; H 0.373; H 0.279